C34H56Cl2N4O8SiTl | ωB97M-V/def2-TZVPD

Results
E_tot   -96125.4875 eV
Lowest unoccupied orbital energy   -0.1268 Eh

Geometry as ORCA input:
```
! RIJCOSX wB97M-V def2-TZVPD def2/J DEFGRID3
* xyz 1 1
Tl -0.80243 0.79594 0.27173
N 1.31771 -2.71785 1.85465
C 2.33380 -2.02495 2.69187
C 1.69908 -1.25828 3.85892
C 1.04066 0.07617 3.49007
N -0.26022 -0.10851 2.80961
C 2.00573 0.93265 2.67205
C 2.57650 0.22619 1.44578
N 1.56864 0.08490 0.37362
C 3.21332 -1.10178 1.85044
H 0.84547 -3.41752 2.42032
H 1.79659 -3.22368 1.11272
H -0.13389 -2.15443 0.76736
H 2.99492 -2.77712 3.13327
H 2.49758 -1.05293 4.57646
H 0.96724 -1.89469 4.36581
H 0.84111 0.61482 4.41773
H -1.02108 -0.01088 3.46918
H -0.32134 -1.04120 2.41978
H 2.83644 1.22999 3.31628
H 1.48788 1.83982 2.34766
H 3.37478 0.85695 1.04781
H 1.41973 -0.88316 0.11007
H 1.88064 0.56642 -0.46066
H 4.09650 -0.86886 2.44983
H 3.55969 -1.63028 0.95574
Cl 1.50534 -2.85479 -1.63309
C 3.06012 -2.88259 -2.43264
C 3.66928 -4.10425 -2.63503
C 4.89000 -4.15194 -3.28881
C 5.44736 -2.97909 -3.76790
C 4.80620 -1.76467 -3.57762
Cl 5.48207 -0.37441 -4.35704
C 3.60928 -1.66783 -2.86264
N 2.93098 -0.48433 -2.63960
C 3.50885 0.73538 -2.25328
C 4.71712 0.76237 -1.56117
C 5.28711 1.96530 -1.17866
C 4.63598 3.15976 -1.45113
C 3.41318 3.12910 -2.10521
C 2.84207 1.93500 -2.52813
C 1.50761 1.93541 -3.24356
C 0.45547 1.58510 -2.21359
O -0.10269 2.49463 -1.57915
O 0.26550 0.35119 -1.95668
H 3.18449 -5.00689 -2.29106
H 5.38941 -5.09710 -3.44512
H 6.37041 -2.99399 -4.32949
H 1.91901 -0.53448 -2.56323
H 5.21348 -0.17266 -1.32936
H 6.23920 1.96737 -0.66448
H 5.07903 4.10370 -1.16569
H 2.88785 4.05401 -2.30965
H 1.50835 1.20197 -4.04987
H 1.27771 2.92523 -3.62934
C -3.34598 -3.82459 3.98661
C -3.62442 -2.72261 2.97811
C -3.36584 -1.35977 3.60859
C -5.05755 -2.80476 2.47398
O -2.70620 -2.94197 1.88846
Si -2.46605 -2.30004 0.42286
O -0.91001 -1.70725 0.35323
O -3.31826 -0.93945 0.14014
C -4.19340 -0.55186 -0.95834
C -4.78202 0.78885 -0.56240
C -3.35858 -0.42650 -2.22528
C -5.30237 -1.57484 -1.15376
O -2.71330 -3.38574 -0.74489
C -2.44732 -4.80556 -0.81802
C -2.47698 -5.15928 -2.29273
C -3.53689 -5.54378 -0.05390
C -1.08023 -5.10510 -0.21725
H -3.94324 -3.67466 4.88610
H -2.29067 -3.82280 4.26368
H -3.59249 -4.80046 3.56676
H -4.14037 -1.12929 4.33953
H -3.36618 -0.58023 2.84278
H -2.40502 -1.37020 4.12673
H -5.75062 -2.76489 3.31432
H -5.21953 -3.73852 1.93407
H -5.27475 -1.96994 1.80749
H -3.98974 1.52593 -0.42286
H -5.33840 0.70182 0.37146
H -5.45489 1.14820 -1.34040
H -2.51452 0.25250 -2.07564
H -3.96783 -0.03672 -3.04060
H -2.95843 -1.39858 -2.51699
H -5.91843 -1.65649 -0.25791
H -4.88762 -2.55483 -1.38399
H -5.94130 -1.26387 -1.98014
H -3.43198 -4.86643 -2.72954
H -2.34333 -6.23224 -2.43063
H -1.68118 -4.63424 -2.82302
H -4.51837 -5.28095 -0.45112
H -3.50623 -5.27203 1.00150
H -3.40101 -6.62179 -0.14177
H -0.30732 -4.54140 -0.73682
H -0.85425 -6.16786 -0.30496
H -1.06639 -4.83661 0.84363
C -1.51401 5.05295 0.59512
O -1.16047 3.62055 0.49874
C -1.91721 2.76764 1.07676
O -2.85562 2.69935 1.78646
H -0.59220 5.55764 0.85953
H -2.28253 5.18986 1.34998
H -1.85472 5.34383 -0.39266
*
```

C4H6N2 | ωB97M-V/def2-TZVPD

Results
Energy relative to the best compared isomer or geometry (same formula, charge and spin)   2.657 eV
E_tot   -7222.9341 eV
Lowest unoccupied orbital energy   0.0323 Eh

Geometry as ORCA input:
```
! RIJCOSX wB97M-V def2-TZVPD def2/J DEFGRID3
* xyz 0 1
C 2.12664 -0.13572 -0.10690
C -1.53038 -0.01334 0.22518
C -0.68125 1.15956 -0.09111
C 0.89805 -0.89341 -0.09655
N 3.12019 0.43768 -0.09273
N -0.09321 0.02585 0.55519
H -2.07762 -0.11696 1.14721
H -1.82190 -0.83706 -0.46948
H -0.55962 1.34648 -1.19368
H -0.83704 2.05294 0.56077
H 0.34819 -1.24879 -1.02333
H 1.10793 -1.77721 0.58544
*
```

C13H31CrO13S3 | ωB97M-V/def2-TZVPD

Results
Energy relative to the best compared isomer or geometry (same formula, charge and spin)   0.212 eV
E_tot   -101526.5963 eV
<S²>   6.02
Lowest unoccupied orbital energy (alpha / beta)   0.0730 / 0.0730 Eh

Geometry as ORCA input:
```
! RIJCOSX wB97M-V def2-TZVPD def2/J DEFGRID3
* xyz -1 5
Cr 1.02265 -0.31315 1.00533
C 3.72515 -1.78806 -2.38255
C 2.32646 -1.31998 -1.94289
C 1.26347 -2.20569 -2.66086
O 2.15833 -1.26566 -0.54687
H 3.84302 -1.91447 -3.45876
H 3.94488 -2.77743 -1.98135
H 4.56844 -1.12132 -2.20254
H 2.12122 -0.34170 -2.37757
H 1.45708 -1.95444 -3.70369
H 0.23455 -1.91342 -2.45108
H 1.32184 -3.27654 -2.46599
C 0.77472 0.02896 3.55817
O 1.81951 -0.37445 3.05054
O 0.70141 0.30087 4.77497
O -0.08641 0.11826 2.71354
O -0.63214 0.20711 -0.28573
S -1.93140 0.81739 -0.51978
O -1.99337 2.29107 -0.42444
O -2.44963 0.37802 -2.01470
C -3.40822 1.20487 -2.61949
C -3.98369 0.59500 -3.94214
C -3.18227 -0.16893 0.45153
H -3.07455 2.20598 -2.89251
H -4.25353 1.43600 -1.97131
H -4.57383 -0.30246 -3.75665
H -3.16360 0.25869 -4.57653
H -4.57210 1.26258 -4.57158
H -4.22160 0.06707 0.22307
H -2.95303 0.07699 1.48838
H -2.98300 -1.20938 0.19493
O 1.92675 1.58091 0.61829
S 2.24725 2.91240 0.08691
O 1.68500 4.12722 0.66188
O 3.88256 3.04422 0.18777
C 4.45102 4.33734 0.07457
C 5.99397 4.26539 -0.04768
C 2.14421 2.85674 -1.77706
H 4.20222 4.93904 0.94872
H 4.01815 4.96302 -0.70598
H 6.30654 3.64219 -0.88555
H 6.41758 3.73213 0.80337
H 6.40634 5.26646 -0.17382
H 2.68005 1.97626 -2.13164
H 2.69619 3.73040 -2.12367
H 1.08673 2.80233 -2.03564
O -1.60856 -4.45476 1.25259
S -1.31770 -3.12254 1.81318
O -0.38650 -2.22883 1.02815
O -2.74307 -2.37499 2.30301
C -3.91721 -3.10361 2.52104
C -4.82136 -2.19949 3.39831
C -0.63424 -3.15916 3.56498
H -3.58842 -4.00797 3.03303
H -4.28148 -3.34803 1.52321
H -4.88459 -1.19906 2.97025
H -4.38343 -2.15119 4.39530
H -5.84371 -2.56631 3.30698
H -0.86095 -2.16245 3.94349
H 0.45540 -3.17565 3.58757
H -1.14880 -3.92356 4.14724
*
```